ORCA calculation (wB97M-V/def2-TZVPD) on 3 unconnected molecules or ions with the total composition C11H29ClNO5.

Element x y z (Å)
C -5.6919 -1.5093 2.6057
C -5.5961 -0.3225 3.5554
C -5.7058 1.0683 2.9626
Cl -7.0071 1.2923 1.7942
N -4.4418 1.5075 2.2340
O -4.1179 0.7646 1.0993
H -4.9187 -1.5015 1.8411
H -5.5790 -2.4276 3.1780
H -6.6640 -1.5437 2.1161
H -4.6610 -0.3523 4.1269
H -6.3938 -0.3744 4.2983
H -5.8186 1.8267 3.7379
H -3.6285 1.3878 2.8468
H -4.5112 2.5006 1.9812
H -4.8638 0.8978 0.4803
C -1.3655 0.9649 -3.3573
O -1.4823 1.7040 -2.1515
C -1.1450 0.9707 -0.9939
C 0.2672 1.2420 -0.5179
O 1.2257 0.7481 -1.4262
C 1.8750 1.7481 -2.1929
H -1.5859 1.6510 -4.1717
H -0.3599 0.5594 -3.4845
H -2.0849 0.1395 -3.3824
H -1.2649 -0.1051 -1.1699
H -1.8456 1.2646 -0.2020
H 0.4194 0.7373 0.4434
H 0.4003 2.3183 -0.3607
H 2.4811 2.3989 -1.5547
H 1.1581 2.3599 -2.7467
H 2.5294 1.2339 -2.8936
C 3.2182 -2.0617 -1.0379
O 4.0484 -2.3880 0.0592
C 5.3416 -2.8296 -0.3169
C 6.3721 -1.7283 -0.1927
O 6.1220 -0.6639 -1.0950
C 5.5201 0.4650 -0.4981
H 2.3093 -1.6186 -0.6391
H 3.6954 -1.3387 -1.7044
H 2.9586 -2.9546 -1.6185
H 5.3296 -3.2026 -1.3469
H 5.6203 -3.6578 0.3404
H 7.3615 -2.1353 -0.4189
H 6.3857 -1.3560 0.8376
H 6.1800 0.9165 0.2510
H 4.5669 0.2139 -0.0226
H 5.3473 1.1900 -1.2923

- spin multiplicity = 1
- net charge = +1
- electronic energy (eV) = -36116.2681
- HOMO level (eV) = -10.5
- LUMO level (eV) = -3.67

Atomic partial charges in e from the natural (NBO) method, atoms 1 to 6:
1. C -0.624
2. C -0.445
3. C -0.057
4. Cl 0.031
5. N -0.231
6. O -0.483

---

ORCA calculation (wB97M-V/def2-TZVPD) on a molecular structure, C11H30BCl3LiNO7.

Element x y z (Å)
Li 2.5262 -3.3242 -1.2233
C -3.6682 2.9344 -3.0948
O -2.3151 2.5670 -3.2845
C -2.1111 1.3815 -4.0037
C -2.5457 0.1550 -3.2143
N -2.0223 0.2415 -1.8341
H -1.0023 0.1792 -1.8349
H -2.2533 1.1561 -1.4396
C -2.5216 -0.8648 -0.9315
C -1.8556 -0.6821 0.4054
O -2.1894 0.6340 0.8241
C -1.4883 1.0649 1.9781
H -4.2935 2.6116 -3.9377
H -3.7549 4.0113 -3.0057
H -4.0800 2.4109 -2.2226
H -1.0431 1.2930 -4.2115
H -2.6107 1.3925 -4.9798
H -2.1026 -0.7516 -3.6320
H -3.6183 -0.0346 -3.2046
H -2.2717 -1.8419 -1.3460
H -3.5924 -0.6875 -0.8410
H -0.7750 -0.8335 0.3630
H -2.2818 -1.4245 1.0868
H -0.4456 1.2624 1.7058
H -1.4821 0.3285 2.7869
H -1.9694 1.9788 2.3156
B -1.3234 -4.1791 -0.2217
H -2.4336 -3.7371 -0.4577
H -1.2816 -5.3475 -0.5399
H -0.4740 -3.6464 -0.9186
H -1.0756 -4.0304 0.9550
Cl 1.4753 -0.4860 -1.2860
O 2.8477 -0.8506 -1.6027
O 1.4476 0.2336 -0.0498
O 0.9522 0.2814 -2.3966
O 0.7076 -1.7070 -1.1399
C 3.3189 0.1168 3.8280
C 4.0750 -0.5745 4.9906
C 4.5512 -1.8974 4.3825
O 3.8124 -2.0616 3.1770
C 3.6867 -0.7558 2.6312
H 3.6948 1.1370 3.7324
H 2.2465 0.1568 3.9929
H 3.3666 -0.6782 5.8122
H 4.9356 -0.0112 5.3479
H 4.4229 -2.7811 5.0041
H 5.6157 -1.8348 4.1176
H 2.8762 -0.7687 1.9043
H 4.6281 -0.4722 2.1474
C 0.6807 3.6005 -1.4153
Cl 1.7458 4.7695 -2.2105
Cl 0.3489 4.1008 0.2763
H -0.2634 3.6185 -1.9395
H 1.1828 2.6464 -1.3452

- spin multiplicity = 1
- electronic energy (eV) = -66154.1980
- HOMO level (eV) = -7.8
- LUMO level (eV) = -1.05

Atomic partial charges in e from the natural (NBO) method, atoms 1 to 6:
1. Li 0.984
2. C -0.258
3. O -0.546
4. C -0.083
5. C -0.255
6. N -0.527

---

ORCA calculation (wB97M-V/def2-TZVPD) on a molecular structure, C11H30Cl2InN2O2.

Element x y z (Å)
C -3.3128 0.9080 5.9425
C -2.0345 1.0115 5.1298
Cl -2.4189 1.8470 3.5302
C -1.2822 -0.2803 4.9159
Cl -2.2115 -1.3747 3.8129
In -0.7988 -1.4059 6.8568
H -3.1455 1.3424 6.9203
H -3.6009 -0.1256 6.0749
H -4.1323 1.4019 5.4375
H -1.3271 1.6753 5.6086
H -0.3622 -0.0296 4.4023
H -2.0033 -0.9409 8.0973
H 0.8595 -0.9405 7.3037
H -0.9706 -3.1524 6.5862
C -2.8727 -1.5363 -2.2437
C -2.4829 -0.6545 -1.0603
C -0.9857 -0.3147 -1.0141
O -0.1464 -1.3597 -0.5647
C 0.2228 -2.3061 -1.5473
N -2.9574 -1.2754 0.1757
H -2.5819 -2.5751 -2.0892
H -3.9543 -1.5224 -2.3782
H -2.4119 -1.1850 -3.1706
H -3.0124 0.2966 -1.1748
H -0.8480 0.4964 -0.2938
H -0.6327 0.0538 -1.9897
H 0.3570 -1.8364 -2.5273
H -0.5110 -3.1127 -1.6238
H 1.1723 -2.7442 -1.2387
H -2.8027 -0.6420 0.9580
H -2.3539 -2.0679 0.3808
C 3.8500 2.8076 -3.4493
C 3.1920 1.8360 -2.4742
C 3.4006 0.3566 -2.8312
O 2.5994 -0.1143 -3.9000
C 3.1007 0.1459 -5.1955
N 1.7742 2.1759 -2.3414
H 3.2897 2.8922 -4.3804
H 3.8949 3.8038 -3.0101
H 4.8697 2.4982 -3.6892
H 3.6601 1.9877 -1.4974
H 3.1081 -0.2439 -1.9663
H 4.4596 0.1427 -3.0304
H 4.1934 0.0936 -5.2201
H 2.7745 1.1215 -5.5650
H 2.7000 -0.6182 -5.8619
H 1.3693 1.5925 -1.6130
H 1.3066 1.8718 -3.1919

- spin multiplicity = 1
- net charge = -1
- electronic energy (eV) = -49185.9607
- HOMO level (eV) = -4.9
- LUMO level (eV) = 2.19

Atomic partial charges in e from the Mulliken method, atoms 1 to 6:
1. C -1.117
2. C 0.181
3. Cl -0.278
4. C -0.810
5. Cl -0.235
6. In 0.649

---

Which of these has the lowest LUMO level? C11H29ClNO5

---

Which value of HOMO level does entry 2 give? -7.8 eV

---

Which value of electronic energy does entry 1 give? -36116.2681 eV